The following is a quantum chemistry calculation of a cluster of 15 separate species, C42H117N3O30 in total, from the OMol25 dataset.

```
192
Properties=species:S:1:pos:R:3
C 1.705 -0.029 -5.282
C 0.321 -0.167 -4.741
O 0.230 -0.989 -3.646
O 1.709 0.803 -6.413
H 2.069 -1.015 -5.571
H 2.304 0.497 -4.539
H -0.364 -0.477 -5.530
H -0.137 0.775 -4.438
H 0.250 -1.883 -3.994
H 1.863 1.701 -6.108
C 0.927 3.915 -0.569
C 1.674 5.217 -0.544
O 2.294 5.475 0.744
O 1.670 2.767 -0.983
H 0.117 3.974 -1.296
H 0.448 3.834 0.407
H 0.901 5.979 -0.642
H 2.418 5.328 -1.333
H 3.040 6.063 0.609
H 1.088 2.020 -1.142
C -4.093 -1.059 2.538
C -4.159 -2.571 2.295
O -4.934 -2.962 1.205
O -5.279 -0.406 2.742
H -3.603 -0.687 1.639
H -3.321 -0.721 3.230
H -4.470 -3.153 3.163
H -3.164 -2.969 2.097
H -5.852 -2.723 1.349
H -5.095 0.510 2.959
C -7.270 1.684 -6.190
C -6.966 0.290 -5.564
O -5.549 0.142 -5.442
O -6.413 1.996 -7.248
H -7.210 2.473 -5.441
H -8.316 1.792 -6.478
H -7.326 -0.436 -6.293
H -7.429 0.134 -4.590
H -5.191 0.289 -6.321
H -6.714 2.740 -7.773
C -7.072 2.232 0.783
C -5.755 3.007 0.810
O -5.552 3.891 1.992
O -8.056 3.160 0.583
H -7.187 1.753 1.756
H -7.048 1.439 0.036
H -5.697 3.715 -0.017
H -4.950 2.288 0.662
H -5.888 4.745 1.710
H -8.185 3.701 1.365
C 2.566 -3.862 -2.635
C 1.708 -4.454 -3.751
O 0.552 -3.674 -4.000
O 3.208 -2.622 -3.010
H 3.325 -4.608 -2.399
H 1.974 -3.640 -1.748
H 1.330 -5.451 -3.525
H 2.195 -4.419 -4.726
H -0.107 -4.052 -3.414
H 2.650 -1.846 -2.924
C 1.382 2.466 4.301
C 2.535 3.431 3.824
O 3.635 2.655 3.354
O 0.614 1.951 3.232
H 0.713 2.905 5.041
H 1.828 1.584 4.761
H 2.806 4.052 4.678
H 2.350 4.136 3.014
H 3.475 2.627 2.408
H 1.152 1.399 2.661
C -1.965 3.124 -7.413
C -2.808 1.979 -6.734
O -2.492 1.735 -5.345
O -2.426 4.402 -7.154
H -1.890 3.098 -8.500
H -0.989 2.928 -6.970
H -2.776 0.977 -7.162
H -3.836 2.294 -6.917
H -3.109 1.123 -4.938
H -1.766 5.025 -7.468
C -2.386 2.670 1.979
C -2.844 2.354 3.393
O -4.164 2.031 3.435
O -2.894 3.953 1.700
H -2.771 1.910 1.299
H -1.298 2.644 2.037
H -2.645 3.194 4.059
H -2.272 1.500 3.754
H -4.624 2.773 3.035
H -3.854 3.920 1.696
C 5.090 3.368 0.083
C 6.230 2.999 1.080
O 6.404 1.629 1.005
O 4.086 2.417 0.248
H 5.370 3.248 -0.963
H 4.648 4.352 0.240
H 6.048 3.313 2.108
H 7.179 3.431 0.763
H 5.557 1.355 0.646
H 3.400 2.534 -0.413
C 1.420 3.452 -4.511
C 0.623 4.837 -4.461
O 1.594 5.811 -4.229
O 2.083 3.408 -5.753
H 0.720 2.626 -4.391
H 2.081 3.396 -3.646
H -0.071 4.837 -3.620
H -0.017 5.036 -5.320
H 1.327 6.584 -4.733
H 2.572 4.231 -5.684
C -4.411 3.944 -3.833
C -4.408 4.913 -2.709
O -5.674 5.621 -2.647
O -4.515 4.595 -5.017
H -5.257 3.269 -3.701
H -3.486 3.377 -3.726
H -3.506 5.526 -2.726
H -4.305 4.256 -1.845
H -5.679 6.501 -3.031
H -4.099 4.049 -5.688
C 2.543 -1.336 1.684
O 1.279 -0.865 1.314
C 1.126 -0.492 -0.066
C -0.206 0.315 -0.279
N -0.298 0.929 -1.592
C -1.591 1.649 -1.708
C -2.786 0.734 -1.755
O -4.007 1.429 -1.870
C -5.128 0.624 -1.904
H 2.532 -2.306 1.186
H 2.617 -1.370 2.771
H 3.231 -0.594 1.281
H 1.226 -1.346 -0.737
H 1.901 0.207 -0.380
H -0.356 0.930 0.609
H -1.004 -0.424 -0.212
H -0.390 0.124 -2.195
H -1.616 2.294 -2.586
H -1.581 2.330 -0.856
H -2.761 0.043 -0.912
H -2.588 0.137 -2.645
H -5.967 1.204 -2.288
H -5.377 0.039 -1.019
H -5.022 -0.222 -2.583
C 5.849 -9.536 2.972
O 6.186 -8.486 3.765
C 5.124 -7.826 4.443
C 5.409 -6.407 4.833
N 5.425 -5.564 3.637
C 5.848 -4.193 4.047
C 5.586 -3.098 2.999
O 6.500 -3.226 1.951
C 6.173 -2.359 0.818
H 5.161 -9.169 2.210
H 5.414 -10.386 3.498
H 6.742 -9.823 2.417
H 4.895 -8.311 5.392
H 4.167 -7.807 3.921
H 6.340 -6.309 5.391
H 4.740 -6.058 5.619
H 6.096 -6.103 3.108
H 6.896 -4.023 4.291
H 5.437 -3.908 5.015
H 5.621 -2.075 3.373
H 4.572 -3.143 2.602
H 5.158 -2.552 0.469
H 6.792 -2.582 -0.051
H 6.205 -1.290 1.029
C 1.896 -4.814 2.745
O 0.560 -5.170 3.207
C 0.516 -6.177 4.185
C 1.258 -5.769 5.549
N 0.649 -4.569 6.180
C 1.378 -4.190 7.424
C 0.906 -2.864 7.883
O 0.885 -1.791 6.963
C 2.206 -1.437 6.657
H 2.401 -4.158 3.455
H 1.889 -4.284 1.793
H 2.473 -5.739 2.722
H 0.734 -7.149 3.740
H -0.523 -6.243 4.506
H 2.309 -5.665 5.281
H 1.263 -6.628 6.220
H 0.708 -3.755 5.585
H 2.449 -4.040 7.282
H 1.168 -4.942 8.185
H 1.359 -2.613 8.842
H -0.152 -2.820 8.142
H 2.278 -0.457 6.185
H 2.518 -2.041 5.806
H 2.891 -1.701 7.463
```

highest occupied orbital energy: -8.9 eV
F_max: 3.4 eV/Å
frontier orbital gap: 9.095 eV
net charge: 0
2S+1: 1
E: -4091.4169 Ha

The following is a quantum chemistry calculation of an isolated molecule of C4H9NO, from the OMol25 dataset.

```
15
Properties=species:S:1:pos:R:3
N 0.432 2.152 0.258
C -0.307 1.001 0.632
C 0.338 -0.330 0.136
C 0.050 -0.399 -1.380
C -0.112 -1.592 0.851
O -1.356 1.008 1.214
H 0.438 2.293 -0.748
H -0.046 2.944 0.683
H 1.372 -0.069 0.397
H 0.748 0.291 -1.841
H -0.979 -0.058 -1.609
H 0.055 -1.397 -1.810
H -0.736 -2.272 0.256
H 0.724 -2.207 1.166
H -0.621 -1.368 1.795
```

highest occupied orbital energy: -9.7 eV
SMILES string: CC(C)C(N)=O
F_max: 2.0 eV/Å
frontier orbital gap: 10.635 eV
net charge: 0
2S+1: 1
E: -287.8047 Ha

The following is a quantum chemistry calculation of a cluster of 14 separate species, C3H33NO15S in total, from the OMol25 dataset.

```
53
Properties=species:S:1:pos:R:3
C -1.202 -1.226 -2.188
C -2.334 -2.056 -1.530
S -1.927 -3.707 -2.210
N -0.826 -0.011 -1.388
C 0.258 -0.263 -0.579
O 0.285 0.321 0.631
O 1.249 -0.909 -0.926
H -1.508 -0.781 -3.221
H -0.245 -1.739 -2.415
H -2.163 -2.047 -0.438
H -3.306 -1.537 -1.858
H -0.963 -4.045 -1.274
H -1.668 0.460 -1.072
H 0.784 -0.325 1.222
H -2.280 2.934 -3.041
H -1.420 2.592 -1.743
O -1.465 3.126 -2.566
H 4.105 -2.839 0.499
H 3.633 -2.393 -0.982
O 3.816 -3.130 -0.364
H -0.211 1.180 -4.362
H 0.654 0.466 -3.173
O 0.226 0.402 -4.042
H -1.934 -0.350 1.221
H -3.270 -0.456 1.986
O -2.500 0.136 1.833
H 2.810 1.128 1.906
H 1.707 0.890 2.958
O 2.423 0.506 2.501
H -0.720 0.899 4.412
H -0.963 0.176 3.126
O -0.296 0.780 3.521
H 4.023 -0.898 -2.555
H 2.988 -0.265 -1.576
O 3.900 -0.683 -1.619
H -2.793 1.404 0.753
H -3.093 2.832 0.023
O -3.180 1.903 0.007
H -0.402 2.750 3.373
H -1.463 2.989 2.294
O -1.257 3.240 3.221
H 1.504 -2.164 0.419
H 1.692 -3.558 1.341
O 1.149 -2.966 0.851
H -0.408 2.304 0.812
H -0.091 3.761 0.541
O -0.765 3.102 0.424
H 3.011 2.122 -0.696
H 3.768 0.928 -0.001
O 3.096 1.603 0.105
H -0.858 -2.184 1.127
H -0.405 -2.285 2.634
O -1.171 -2.118 2.078
```

highest occupied orbital energy: -9.3 eV
F_max: 3.3 eV/Å
frontier orbital gap: 9.258 eV
net charge: 0
2S+1: 1
E: -1715.6177 Ha

The following is a quantum chemistry calculation of an isolated molecule of C12H21N, from the OMol25 dataset.

```
34
Properties=species:S:1:pos:R:3
C -0.519 -0.831 0.488
C -0.997 -1.902 1.108
C 2.628 1.006 -0.301
C -1.741 0.005 -0.179
C 0.947 -0.537 0.586
C 2.905 2.328 -1.115
C -1.668 1.441 1.934
C -3.312 0.437 -2.131
C 2.532 -2.341 0.542
C -2.341 0.911 0.649
C -2.167 -0.387 -1.527
C 1.876 -1.301 1.376
N 1.349 0.483 -0.156
H -0.267 -2.504 1.620
H -1.993 -2.159 0.759
H 3.467 0.340 -0.065
H 3.554 3.056 -0.703
H 3.327 2.128 -2.097
H 1.882 2.900 -1.424
H -2.378 2.025 2.493
H -0.839 2.153 1.533
H -0.881 0.697 2.367
H -3.453 0.171 -3.133
H -3.006 1.500 -1.987
H -4.168 0.055 -1.584
H 2.966 -1.897 -0.274
H 1.768 -2.910 0.165
H 3.229 -2.903 1.256
H 0.589 1.024 -0.555
H -3.298 1.334 0.339
H -1.362 -0.382 -2.297
H -2.526 -1.561 -1.468
H 2.628 -0.557 1.610
H 1.271 -1.823 2.171
```

highest occupied orbital energy (spin up / spin down): -6.2 / -6.1 eV
F_max: 4.2 eV/Å
frontier orbital gap (spin up / spin down): 7.012 / 6.906 eV
net charge: 0
2S+1: 1
E: -524.3894 Ha

The following is a quantum chemistry calculation of a cluster of 2 separate species, C6H12N3S3 in total, from the OMol25 dataset.

```
24
Properties=species:S:1:pos:R:3
C 1.463 -0.567 0.519
C 3.712 -0.500 -0.227
C -1.322 2.185 0.009
C -2.797 2.116 -0.316
C 3.374 -2.018 -0.196
C -2.174 0.182 0.617
N 2.536 0.103 0.276
N -0.993 0.850 0.435
N -3.277 0.931 0.412
S 1.677 -2.267 0.184
S -3.677 -2.199 -0.040
S -2.034 -1.499 1.015
H 4.623 -0.406 0.369
H 3.709 -0.104 -1.290
H -0.776 2.365 -0.923
H -1.104 2.864 0.844
H -3.393 2.947 0.079
H -2.832 1.762 -1.313
H 3.400 -2.431 -1.242
H 4.118 -2.678 0.227
H 0.491 -0.018 0.611
H -4.156 0.447 0.197
H 2.642 1.111 0.635
H -3.210 -3.172 -0.882
```

highest occupied orbital energy (spin up / spin down): -8.6 / -11.7 eV
F_max: 5.1 eV/Å
frontier orbital gap (spin up / spin down): 5.023 / 5.883 eV
net charge: +1
2S+1: 3
E: -1594.2283 Ha

The following is a quantum chemistry calculation of a cluster of 2 separate species, C2H5BrCl2Si in total, from the OMol25 dataset.

```
11
Properties=species:S:1:pos:R:3
C -1.358 0.832 -0.936
C 2.239 0.004 0.821
Si -0.820 -0.704 0.019
Cl -1.844 -0.871 1.822
Cl -1.085 -2.376 -1.000
Br 3.234 -1.443 0.405
H -0.727 1.635 -0.482
H -1.349 0.748 -2.021
H -2.495 1.166 -0.693
H 2.326 0.883 0.173
H 1.880 0.126 1.892
```

highest occupied orbital energy (spin up / spin down): -8.3 / -7.7 eV
F_max: 3.2 eV/Å
frontier orbital gap (spin up / spin down): 7.595 / 7.468 eV
net charge: 0
2S+1: 1
E: -3863.0782 Ha

The following is a quantum chemistry calculation of a structure of composition C4H4N2O, from the OMol25 dataset.

```
11
Properties=species:S:1:pos:R:3
C -1.300 0.868 0.912
C -0.453 -0.571 -0.144
C 0.611 -1.192 -0.760
C 0.019 0.636 0.259
H -1.334 0.826 1.997
H -1.892 1.713 0.456
H 0.704 -2.204 -1.181
H 2.508 -0.323 -1.085
N 1.577 -0.230 -0.770
N 1.277 0.923 -0.080
O -1.719 -0.446 0.395
```

highest occupied orbital energy: -8.7 eV
F_max: 2.0 eV/Å
frontier orbital gap: 9.774 eV
net charge: 0
2S+1: 1
E: -339.4531 Ha

The following is a quantum chemistry calculation of a structure of composition C16H41AgBrN3O5, from the OMol25 dataset.

```
67
Properties=species:S:1:pos:R:3
Ag 7.883 20.764 6.010
Br 5.439 21.595 4.704
C 2.669 22.311 8.075
C 1.707 22.557 6.949
C 0.632 23.553 7.269
O -0.210 23.727 6.142
C -1.379 24.381 6.493
N 2.480 23.147 5.747
H 2.170 21.914 8.970
H 3.328 23.110 8.397
H 3.221 21.423 7.741
H 1.281 21.619 6.595
H 1.011 24.563 7.513
H 0.022 23.303 8.153
H -1.232 25.373 6.931
H -2.038 23.738 7.095
H -1.965 24.516 5.576
H 3.137 22.406 5.456
H 3.208 23.669 6.274
C 2.346 19.214 3.981
O 1.897 20.495 3.632
C 2.502 20.927 2.467
C 2.174 22.363 2.133
N 2.721 23.272 3.108
C 3.287 24.534 2.529
C 3.548 25.514 3.635
O 2.321 25.681 4.245
C 2.362 26.586 5.328
H 2.063 19.052 5.019
H 3.437 19.144 3.909
H 1.883 18.424 3.379
H 2.209 20.290 1.612
H 3.607 20.838 2.499
H 1.084 22.481 2.040
H 2.551 22.675 1.156
H 3.527 22.824 3.593
H 2.510 24.929 1.879
H 4.222 24.165 2.096
H 3.889 26.486 3.268
H 4.294 25.057 4.303
H 2.581 27.616 5.018
H 3.060 26.296 6.128
H 1.375 26.553 5.792
C 7.108 15.847 9.292
O 6.859 15.621 7.914
C 7.839 16.094 7.022
C 8.082 17.603 7.038
N 7.166 18.443 6.247
C 7.062 18.121 4.796
C 8.329 18.355 3.988
O 8.516 19.739 3.938
C 9.298 20.246 2.845
H 8.111 15.534 9.561
H 6.288 15.346 9.802
H 6.896 16.900 9.535
H 7.415 15.757 6.065
H 8.808 15.566 7.053
H 9.132 17.781 6.771
H 8.079 17.936 8.082
H 6.265 18.086 6.586
H 6.265 18.770 4.423
H 6.734 17.086 4.618
H 8.186 17.924 2.997
H 9.199 17.915 4.487
H 9.079 21.316 2.801
H 8.819 19.932 1.904
H 10.351 19.999 2.927
```

highest occupied orbital energy (spin up / spin down): -11.5 / -11.4 eV
F_max: 2.7 eV/Å
frontier orbital gap (spin up / spin down): 8.422 / 6.037 eV
net charge: +1
2S+1: 2
E: -3895.2645 Ha

The following is a quantum chemistry calculation of a structure of composition C9H13N5, from the OMol25 dataset.

```
27
Properties=species:S:1:pos:R:3
C 3.271 -0.585 -0.804
C -2.889 -1.390 -0.789
C 2.499 0.544 -0.722
C -2.423 -0.111 -0.960
C 2.532 -1.590 -0.376
C -1.893 -2.107 -0.116
C 0.278 -1.638 0.821
C -0.454 1.165 -0.066
C -0.222 1.622 1.367
N 1.263 0.210 -0.268
N -1.272 -0.014 -0.267
N 1.298 -1.097 -0.032
N -0.967 -1.251 0.250
N -0.581 2.080 -0.988
H 4.206 -0.655 -1.196
H -3.717 -1.878 -1.292
H 2.674 1.639 -0.822
H -2.990 0.797 -1.278
H 2.838 -2.560 -0.345
H -1.770 -3.171 0.097
H 0.332 -2.762 0.890
H 0.468 -1.237 1.833
H -0.283 2.622 1.415
H 0.685 1.428 1.749
H -0.971 1.155 2.079
H -1.088 2.008 -1.907
H -0.306 2.938 -0.558
```

highest occupied orbital energy (spin up / spin down): -13.1 / -17.4 eV
F_max: 5.4 eV/Å
frontier orbital gap (spin up / spin down): 5.213 / 6.903 eV
net charge: +2
2S+1: 3
E: -623.6546 Ha

The following is a quantum chemistry calculation of an isolated molecule of C3H5NO2, from the OMol25 dataset.

```
11
Properties=species:S:1:pos:R:3
C 0.777 -0.931 -1.041
C -1.519 -0.509 0.071
C 1.038 0.446 -0.433
N -1.316 0.769 -0.099
O -0.060 1.297 -0.490
O 1.730 0.610 0.802
H 1.441 -1.636 -0.504
H -2.475 -0.820 0.230
H 1.760 0.752 -1.239
H -2.028 1.480 -0.318
H 1.536 -0.106 1.517
```

highest occupied orbital energy: -8.5 eV
F_max: 6.0 eV/Å
frontier orbital gap: 8.657 eV
net charge: 0
2S+1: 1
E: -322.2559 Ha

The following is a quantum chemistry calculation of a structure of composition C12H16F6N3O4PReSb, from the OMol25 dataset.

```
44
Properties=species:S:1:pos:R:3
Re -0.082 -0.023 -0.527
O 0.610 -1.787 -4.028
C 0.548 -1.681 -2.874
O 0.166 -0.430 -2.252
C 0.780 -2.658 -1.782
C 1.182 -3.924 -2.138
C 1.384 -4.853 -1.124
C 1.155 -4.449 0.186
C 1.345 -5.393 1.250
C 1.114 -5.052 2.593
C 0.700 -3.771 2.881
C 0.509 -2.818 1.863
C 0.742 -3.125 0.482
N 0.566 -2.207 -0.522
H 1.328 -4.162 -3.185
H 1.699 -5.865 -1.351
H 1.678 -6.393 0.994
H 1.256 -5.788 3.374
H 0.505 -3.479 3.906
H 0.170 -1.841 2.155
F 0.022 -0.131 1.297
Sb 2.150 2.329 2.917
F 1.571 2.210 1.110
F 1.739 4.125 2.657
F 2.866 0.671 2.608
F 0.559 1.859 3.685
F 3.434 2.762 4.118
N -0.132 4.432 0.279
C -1.453 3.720 0.360
P -1.578 2.262 -0.762
O -0.180 1.967 -1.324
O -1.908 0.970 -0.014
C -2.945 2.454 -1.978
N -2.844 3.414 -3.137
H 0.085 4.894 1.174
H -0.101 5.155 -0.445
H 0.644 3.771 0.124
H -2.257 4.443 0.222
H -1.561 3.316 1.371
H -3.860 2.678 -1.423
H -3.068 1.453 -2.398
H -2.824 4.403 -2.866
H -3.678 3.309 -3.734
H -2.034 3.232 -3.741
```

highest occupied orbital energy (spin up / spin down): -20.0 / -20.0 eV
F_max: 2.4 eV/Å
frontier orbital gap (spin up / spin down): 4.089 / 4.107 eV
net charge: +4
2S+1: 1
E: -2189.6615 Ha